Entry from OMol25: C37H45BaN9O2S2Si as an isolated structure (wB97M-V/def2-TZVPD).

Positions of all 97 atoms, in Å:
Ba 0.37263 0.40800 -0.11316
C -2.68238 -2.08937 1.89858
C -3.60034 -1.16379 1.09578
C -3.53698 -1.43098 -0.38454
C -4.60388 -2.06499 -1.01810
C -4.51722 -2.36782 -2.36522
C -3.35948 -2.02955 -3.04371
C -2.35022 -1.39437 -2.34054
N -2.42253 -1.09144 -1.04288
N -1.36122 -1.50702 2.15963
C -0.36422 -2.56797 2.27481
C -0.13606 -3.24897 0.94610
C -0.25515 -4.62515 0.81082
C -0.00285 -5.20740 -0.42168
C 0.35664 -4.39406 -1.48303
C 0.44680 -3.02968 -1.25791
N 0.21057 -2.46546 -0.07689
C -1.43761 -0.68033 3.35936
C -0.13936 -0.01913 3.75436
C 0.17082 0.19921 5.09034
C 1.37065 0.81569 5.40803
C 2.23862 1.17527 4.38870
C 1.85500 0.91368 3.08473
N 0.68448 0.34428 2.77835
H -2.55085 -3.02507 1.35418
H -3.16402 -2.35027 2.85368
H -3.31331 -0.13263 1.29672
H -4.63123 -1.30217 1.42830
H -5.49080 -2.31560 -0.45027
H -5.33878 -2.85659 -2.87343
H -3.23543 -2.23654 -4.09772
H -1.44020 -1.09468 -2.84694
H -0.65089 -3.32090 3.02720
H 0.57932 -2.12412 2.59487
H -0.54071 -5.22838 1.66306
H -0.08823 -6.27892 -0.54947
H 0.56376 -4.79749 -2.46442
H 0.72518 -2.35932 -2.06588
H -1.80401 -1.26745 4.21774
H -2.17545 0.10629 3.17116
H -0.51464 -0.11588 5.86674
H 1.63199 0.99729 6.44274
H 3.19367 1.63705 4.59675
H 2.49981 1.13891 2.23763
C 3.15589 -3.15863 0.97471
C 3.75315 -2.02214 0.18881
C 4.99589 -2.18670 -0.39110
C 5.54798 -1.10121 -1.07585
C 4.87050 0.08404 -1.12832
C 3.59658 0.21179 -0.49596
N 3.04766 -0.88063 0.11835
N 2.87778 1.34052 -0.47514
Si 3.44314 2.92582 -0.74905
C 4.02644 3.27553 -2.50158
C 4.81884 3.37981 0.44989
C 1.97721 4.03683 -0.42843
H 3.94442 -3.77642 1.40457
H 2.53637 -3.80076 0.34601
H 2.53898 -2.76891 1.78287
H 5.52471 -3.12513 -0.29435
H 6.51697 -1.19162 -1.55410
H 5.28364 0.93811 -1.64764
H 5.00845 2.85576 -2.72950
H 4.07896 4.35194 -2.68741
H 3.30855 2.84915 -3.20879
H 5.58583 2.60177 0.47855
H 4.42436 3.49767 1.46306
H 5.30168 4.31861 0.16561
H 1.17432 3.87038 -1.15425
H 2.26046 5.09230 -0.46989
H 1.58281 3.81951 0.56661
S -1.55836 2.27068 -2.22626
C -0.54053 1.41309 -3.27896
N 0.32579 0.48502 -2.94258
C 1.11556 0.08990 -4.01169
C 2.19013 -0.79368 -3.93072
C 2.89869 -1.09805 -5.07966
C 2.55214 -0.53009 -6.30679
C 1.50167 0.37048 -6.39527
C 0.79535 0.68081 -5.24190
S -0.50555 1.81252 -4.99973
H 2.48748 -1.19556 -2.96774
H 3.74303 -1.77318 -5.02192
H 3.11936 -0.77850 -7.19423
H 1.24716 0.83171 -7.34095
C -0.48553 5.36649 1.81627
O -1.70287 4.82831 1.29494
C -1.75988 3.49805 1.10665
O -0.87501 2.71251 1.38826
N -2.98696 3.19506 0.60658
N -3.31582 1.86015 0.38431
H -0.74138 6.35220 2.19435
H 0.25552 5.44964 1.02826
H -0.10003 4.74017 2.61860
H -3.43040 3.92258 0.06719
H -3.10006 1.58021 -0.57256
H -4.29549 1.73159 0.59295

Atomic forces in eV per Å
-0.4575 0.1601 0.2158
-0.0397 0.0270 -0.0269
0.0157 -0.0408 0.0516
0.0324 -0.0476 0.0081
-0.0083 0.0174 0.0053
0.0070 0.0022 -0.0055
-0.0167 -0.0099 -0.0146
0.0142 0.0750 -0.0064
-0.0587 -0.0209 0.0642
0.0376 -0.0971 -0.0524
-0.0199 0.0184 -0.0093
0.0180 0.0087 0.0270
0.0093 -0.0018 0.0019
0.0003 0.0072 -0.0161
-0.0050 -0.0345 0.0073
-0.0053 0.0360 0.0154
-0.0888 -0.1405 -0.0080
0.0317 0.0520 -0.0237
0.0097 -0.0147 -0.0340
0.0211 0.0247 0.0542
-0.0249 -0.0133 0.0001
-0.0131 0.0135 0.0127
-0.1511 -0.1157 -0.0691
0.3351 0.0377 -0.1498
0.0152 0.0013 -0.0243
0.0118 -0.0345 -0.0003
-0.0054 -0.0268 -0.0193
0.0021 0.0131 0.0102
0.0044 -0.0011 0.0015
0.0042 -0.0013 -0.0026
-0.0022 0.0012 0.0041
0.0039 0.0005 0.0186
0.0025 0.0048 0.0055
0.0032 -0.0080 0.0013
-0.0027 0.0080 -0.0009
0.0021 0.0031 -0.0037
0.0003 0.0011 0.0027
-0.0022 -0.0035 0.0060
-0.0034 0.0058 0.0207
-0.0097 -0.0073 0.0080
0.0013 -0.0033 -0.0087
0.0005 -0.0007 -0.0018
-0.0013 0.0004 -0.0140
0.0100 0.0699 0.0407
0.0002 0.0117 0.0262
-0.0433 0.0542 -0.0089
0.0189 -0.0179 0.0057
0.0295 0.0141 -0.0200
-0.0159 0.0455 -0.0068
-0.0186 0.0445 -0.0725
0.1015 -0.0429 0.0296
-0.0811 -0.1216 0.2359
0.0022 -0.0634 -0.2043
0.0055 -0.0083 -0.0821
0.0269 0.0380 0.0189
-0.0180 0.0381 0.0132
-0.0054 -0.0117 -0.0094
-0.0056 0.0008 -0.0049
-0.0004 -0.0042 -0.0001
0.0033 0.0052 0.0009
-0.0010 -0.0067 0.0066
-0.0016 -0.0247 -0.0014
-0.0121 -0.0018 -0.0002
0.0001 -0.0010 0.0108
0.0243 0.0108 -0.0211
0.0050 0.0112 -0.0064
0.0133 -0.0148 -0.0002
0.0023 -0.0023 0.0263
-0.0001 -0.0033 0.0148
-0.0313 0.0044 0.0137
-0.0277 0.0214 0.0135
-0.0339 0.0608 0.0798
0.2774 0.0444 -0.2433
0.1663 0.0274 0.0090
-0.0644 0.0133 0.0409
0.0281 -0.0341 0.0433
-0.0045 -0.0008 0.0000
-0.0413 0.0275 0.0093
0.0460 -0.0252 -0.0427
-0.0744 0.0674 0.0364
0.0315 -0.1085 0.0128
0.0133 -0.0074 -0.0168
-0.0044 0.0025 0.0064
-0.0007 0.0006 0.0009
0.0066 -0.0051 0.0026
0.0041 -0.0155 0.0321
0.0329 -0.0879 -0.0628
0.0234 0.0734 0.1090
-0.0729 0.0267 0.0062
0.0362 -0.0746 -0.0100
0.0784 0.0466 0.0063
-0.0080 -0.0103 0.0083
0.0397 -0.0002 -0.0411
-0.0027 -0.0155 -0.0039
-0.0529 0.0335 -0.0114
-0.0194 0.0091 -0.0156
-0.0531 0.0113 -0.0249

Summary:
ΔE to the lowest compared entry with this formula, charge and spin: 0.0121 eV
Max |F|: 0.5 eV Å⁻¹
E: -3191.82136 Eh
HOMO-LUMO gap: 6.9 eV
LUMO energy: 0.009 Eh

And the Mulliken charges, in e, turn out to be: number 1, Ba, carries 0.728; number 2, C, carries -1.240; number 3, C, carries -0.240; number 4, C, carries 0.354; number 5, C, carries -0.902; number 6, C, carries -0.671; number 7, C, carries -1.006; number 8, C, carries -0.298; number 9, N, carries 1.068; number 10, N, carries 1.195; number 11, C, carries -0.519; number 12, C, carries -0.203; number 13, C, carries -0.683; number 14, C, carries -0.930; number 15, C, carries -0.953; number 16, C, carries -0.358; number 17, N, carries 2.031; number 18, C, carries -1.187; number 19, C, carries 0.271; number 20, C, carries -0.997; number 21, C, carries -0.535; number 22, C, carries -1.018; number 23, C, carries -0.586; number 24, N, carries 0.993; number 25, H, carries 0.524; number 26, H, carries 0.415; number 27, H, carries -0.180; number 28, H, carries 0.574; number 29, H, carries 0.509; number 30, H, carries 0.400; number 31, H, carries 0.532; number 32, H, carries 0.100; number 33, H, carries 0.206; number 34, H, carries 0.108; number 35, H, carries 0.515; number 36, H, carries 0.413; number 37, H, carries 0.552; number 38, H, carries -0.119; number 39, H, carries 0.452; number 40, H, carries 0.428; number 41, H, carries 0.495; number 42, H, carries 0.414; number 43, H, carries 0.517; number 44, H, carries 0.436; number 45, C, carries -1.134; number 46, C, carries 0.671; number 47, C, carries -0.900; number 48, C, carries -0.898; number 49, C, carries -0.250; number 50, C, carries -0.072; number 51, N, carries 0.374; number 52, N, carries 0.231; number 53, Si, carries -0.262; number 54, C, carries -1.161; number 55, C, carries -1.162; number 56, C, carries -0.919; number 57, H, carries 0.597; number 58, H, carries 0.160; number 59, H, carries -0.118; number 60, H, carries 0.475; number 61, H, carries 0.416; number 62, H, carries 0.235; number 63, H, carries 0.359; number 64, H, carries 0.375; number 65, H, carries 0.275; number 66, H, carries 0.342; number 67, H, carries 0.288; number 68, H, carries 0.393; number 69, H, carries 0.397; number 70, H, carries 0.550; number 71, H, carries -0.088; number 72, S, carries -0.479; number 73, C, carries 0.087; number 74, N, carries 0.622; number 75, C, carries -1.118; number 76, C, carries 0.301; number 77, C, carries -1.013; number 78, C, carries -0.542; number 79, C, carries -0.464; number 80, C, carries 0.979; number 81, S, carries -0.350; number 82, H, carries 0.172; number 83, H, carries 0.430; number 84, H, carries 0.385; number 85, H, carries 0.401; number 86, C, carries -0.497; number 87, O, carries -0.491; number 88, C, carries 0.202; number 89, O, carries -0.141; number 90, N, carries -0.340; number 91, N, carries -0.196; number 92, H, carries 0.281; number 93, H, carries 0.180; number 94, H, carries 0.229; number 95, H, carries 0.265; number 96, H, carries 0.057; number 97, H, carries 0.266